{"formula": "C10H16", "method": "ωB97M-V with the def2-TZVPD basis set", "smiles": "Cc1ccccc1.CCC", "relative_energy_kj_mol": 40.9, "symbols": ["C", "C", "C", "C", "C", "C", "C", "H", "H", "H", "H", "H", "H", "H", "H", "C", "C", "C", "H", "H", "H", "H", "H", "H", "H", "H"], "xyz": [[1.406, -0.148, -2.807], [1.258, 1.182, 0.734], [2.025, 0.249, 1.397], [0.973, 1.023, -0.627], [1.453, -0.086, -1.299], [2.459, -0.897, 0.745], [2.195, -1.051, -0.604], [1.003, 2.159, 1.127], [2.236, 0.413, 2.446], [0.546, 1.822, -1.200], [2.945, -1.716, 1.259], [1.181, -1.146, -3.184], [2.334, 0.178, -3.271], [2.476, -1.911, -1.201], [0.594, 0.511, -3.122], [-2.010, 0.403, 1.206], [-2.605, 0.581, -0.197], [-2.152, -1.049, 1.670], [-0.976, 0.723, 1.210], [-2.609, 0.976, 1.914], [-1.932, 0.231, -0.980], [-3.186, -1.371, 1.736], [-1.560, -1.701, 1.032], [-2.780, 1.651, -0.342], [-3.572, 0.090, -0.305], [-1.700, -1.115, 2.664]], "forces_ev_per_angstrom": [[-0.9, 0.1, 0.2], [0.3, 0.7, -1.3], [-0.3, 0.0, 0.6], [0.9, -0.4, 0.4], [1.0, -0.1, -0.3], [-0.2, -0.5, -0.4], [-0.8, 0.3, -0.3], [-0.1, -0.3, 0.6], [0.1, -0.1, 0.0], [-0.5, 0.3, 0.0], [0.2, 0.3, 0.2], [0.0, -0.1, 0.1], [0.1, 0.1, 0.1], [0.4, -0.2, 0.4], [0.1, 0.0, -0.3], [-1.3, -0.9, -0.4], [0.1, 0.8, 0.3], [1.2, 0.4, 0.4], [0.0, 0.0, 0.2], [0.2, 0.4, 0.0], [0.0, -0.1, 0.0], [-0.1, -0.1, -0.2], [-0.2, -0.3, -0.2], [0.0, -0.1, -0.3], [0.0, -0.1, 0.1], [-0.2, -0.2, 0.1]]}

---

{"formula": "C4H13NOS", "method": "ωB97M-V with the def2-TZVPD basis set", "smiles": "CCNCCS.O", "relative_energy_kj_mol": 132.8, "symbols": ["C", "N", "C", "C", "S", "C", "H", "H", "H", "H", "H", "H", "H", "H", "H", "H", "H", "H", "H", "O"], "xyz": [[1.624, 0.762, -1.652], [0.616, -0.130, -1.106], [0.708, -0.702, 0.202], [-0.388, -1.823, 0.335], [-1.854, -1.801, -0.772], [2.603, 1.349, -0.547], [2.317, 0.268, -2.339], [1.127, 1.593, -2.148], [-0.320, 0.189, -1.284], [0.654, -0.001, 1.052], [1.627, -1.297, 0.282], [0.102, -2.793, 0.182], [-0.899, -1.812, 1.300], [-2.264, -0.608, -0.261], [3.260, 0.634, -0.075], [3.175, 2.083, -1.094], [1.985, 1.815, 0.234], [-1.210, 3.565, 4.299], [-0.494, 3.215, 3.049], [-1.380, 3.195, 3.434]], "forces_ev_per_angstrom": [[1.4, 0.0, 2.0], [0.0, 0.2, -0.6], [-0.5, -1.2, -0.2], [-0.3, 0.1, 0.2], [0.3, 0.8, 0.2], [-1.8, 0.2, -0.9], [-0.4, -0.2, -0.4], [0.1, 0.0, -0.1], [0.0, 0.0, -0.2], [-0.1, -0.1, -0.2], [0.2, 0.6, 0.1], [-0.4, 0.2, 0.0], [0.7, -0.1, 0.2], [-0.2, -0.5, -0.3], [0.1, -0.4, -0.1], [0.4, 0.4, 0.3], [0.4, 0.2, -0.2], [-0.2, 0.1, 0.5], [-0.2, -0.1, -0.2], [0.5, 0.0, -0.3]]}

---

{"formula": "H18Na2O10", "method": "ωB97M-V with the def2-TZVPD basis set", "symbols": ["Na", "Na", "O", "H", "O", "H", "O", "H", "H", "O", "H", "H", "O", "H", "H", "O", "H", "H", "O", "H", "H", "O", "H", "H", "O", "H", "H", "O", "H", "H"], "xyz": [[0.390, -0.754, -1.595], [2.258, -0.027, -0.343], [0.340, 0.745, -0.392], [0.061, -0.117, -0.028], [2.715, 0.334, 1.429], [1.885, 0.754, 1.131], [-0.271, 0.102, 1.611], [0.086, 0.376, 0.766], [-1.182, -0.124, 1.424], [-1.582, 0.946, -1.363], [-1.432, 1.736, -1.881], [-0.731, 0.753, -0.968], [-0.359, 2.498, 0.391], [-0.280, 1.584, 0.119], [0.356, 2.626, 1.014], [1.671, 2.334, -0.693], [2.273, 1.834, -1.244], [0.871, 1.809, -0.673], [-2.227, 0.077, 0.382], [-1.901, 0.580, -0.364], [-3.072, -0.266, 0.090], [-0.909, -1.411, -0.453], [-1.593, -2.032, -0.703], [-1.383, -0.673, -0.070], [-0.119, -2.675, 1.235], [-0.896, -3.090, 0.861], [0.091, -1.966, 0.628], [1.523, -1.642, -0.245], [2.062, -1.793, 0.531], [1.357, -2.518, -0.596]], "forces_ev_per_angstrom": [[1.3, -0.7, -6.6], [4.2, 3.7, -2.8], [2.9, -9.1, -4.3], [0.8, -1.2, -1.5], [0.0, 0.0, 1.3], [0.8, 0.5, 2.3], [0.5, -1.7, 3.7], [0.1, 1.8, 6.2], [0.1, 0.3, 1.5], [-2.5, 2.5, -9.2], [-0.3, 0.7, 0.2], [1.9, 0.8, -0.8], [-3.1, 5.3, 2.1], [-1.5, 2.8, 2.2], [-0.1, 0.3, 0.3], [3.5, 2.8, -1.6], [0.7, 0.6, -0.4], [1.5, 2.5, -0.8], [-6.1, -1.2, 5.8], [-2.3, 2.6, 0.3], [-0.5, 0.0, 0.1], [-0.5, -5.0, -3.9], [-0.2, -0.2, 0.1], [-2.3, 0.0, 1.5], [0.5, -2.4, 1.8], [0.0, -0.2, 0.4], [-0.5, -0.4, 1.3], [0.5, -4.7, -1.0], [0.6, 0.2, 1.5], [-0.1, -0.8, 0.4]]}

---

{"formula": "C2H3O2", "method": "ωB97M-V with the def2-TZVPD basis set", "charge": 1, "relative_energy_kj_mol": 553.1, "symbols": ["C", "C", "O", "O", "H", "H", "H"], "xyz": [[-0.501, -0.404, 0.222], [0.234, 0.722, -0.246], [1.511, 0.198, 0.387], [0.770, -0.601, -0.452], [-0.638, -0.742, 1.186], [-1.522, -0.765, -0.251], [0.146, 1.592, -0.846]], "forces_ev_per_angstrom": [[-5.2, -0.2, -1.2], [2.2, -1.1, 2.9], [-0.5, 3.3, 1.1], [-0.5, -2.9, -3.8], [1.1, -0.4, 2.5], [2.5, 0.8, -0.4], [0.3, 0.4, -1.0]]}

---

no.,LUMO (Eh),HOMO energy (eV)
1,0.0368,-9.10
2,0.0209,-8.33
3,-0.0641,-7.36
4,-0.2021,-18.61